Below is a cluster of 16 separate species, C42H43BBrCl62N2O4S in total at a distorted geometry, with properties calculated with the ωB97M-V functional and the def2-TZVPD basis.

CARTESIAN COORDINATES (ANGSTROEM)
C (6.180, 0.989, 0.377)
C (5.927, -0.534, 0.390)
C (4.825, -0.877, -0.609)
C (3.422, -0.677, 0.033)
C (2.652, 0.546, -0.533)
C (1.356, 0.216, -1.299)
C (0.108, 1.109, -1.052)
C (0.618, 2.559, -1.063)
B (1.435, 3.096, -2.315)
O (2.014, 4.312, -2.129)
O (1.625, 2.465, -3.546)
C (-0.816, 0.885, -2.288)
C (-1.779, 2.033, -2.588)
C (-1.400, 2.741, -3.872)
O (-1.017, 2.211, -4.835)
Br (-1.557, 4.691, -3.756)
N (-1.460, -0.487, -2.249)
C (-1.847, -1.010, -3.610)
O (-2.848, -0.313, -4.243)
C (-4.170, -0.902, -4.235)
C (-5.222, 0.205, -4.155)
C (-6.209, 0.076, -2.985)
C (-2.504, -0.579, -1.199)
C (-3.147, -1.921, -0.941)
Cl (-4.801, -1.772, -0.428)
C (-2.717, -3.177, -1.060)
C (-3.540, -4.384, -0.742)
Cl (-1.117, -3.541, -1.646)
C (-2.171, 0.282, 0.065)
N (-2.737, -0.354, 1.252)
C (-0.695, 0.718, 0.281)
S (-1.027, 2.198, 1.387)
C (0.052, -0.282, 1.188)
C (-0.237, -1.650, 1.112)
C (0.364, -2.607, 1.927)
C (1.309, -2.219, 2.875)
C (1.602, -0.858, 2.980)
C (0.997, 0.087, 2.155)
H (6.771, 1.311, 1.231)
H (6.762, 1.217, -0.515)
H (5.227, 1.514, 0.359)
H (5.663, -0.819, 1.406)
H (6.864, -1.039, 0.149)
H (4.914, -1.942, -0.822)
H (4.947, -0.334, -1.544)
H (3.582, -0.493, 1.092)
H (2.843, -1.597, -0.056)
H (2.541, 1.264, 0.274)
H (3.348, 0.991, -1.246)
H (1.585, 0.247, -2.360)
H (1.126, -0.840, -1.118)
H (1.269, 2.749, -0.215)
H (-0.186, 3.284, -0.941)
H (2.524, 4.549, -2.913)
H (2.391, 1.886, -3.584)
H (-0.162, 0.817, -3.153)
H (-2.809, 1.719, -2.777)
H (-1.880, 2.745, -1.778)
H (-0.685, -1.099, -1.957)
H (-2.092, -2.068, -3.563)
H (-0.941, -0.923, -4.211)
H (-4.300, -1.378, -5.206)
H (-4.293, -1.670, -3.470)
H (-4.701, 1.153, -4.027)
H (-5.798, 0.291, -5.074)
H (-6.427, -0.976, -2.807)
H (-7.125, 0.629, -3.156)
H (-5.745, 0.424, -2.063)
H (-3.333, -0.026, -1.648)
H (-4.432, -4.428, -1.360)
H (-2.955, -5.273, -0.959)
H (-3.778, -4.421, 0.318)
H (-2.716, 1.222, -0.052)
H (-2.299, -0.002, 2.096)
H (-3.717, -0.099, 1.315)
H (0.176, 2.747, 1.566)
H (-1.002, -1.973, 0.423)
H (0.068, -3.641, 1.810)
H (1.777, -2.944, 3.524)
H (2.311, -0.540, 3.740)
H (1.304, 1.112, 2.304)
C (-7.104, 3.119, -6.472)
Cl (-7.610, 4.353, -7.620)
Cl (-7.246, 1.519, -7.206)
Cl (-5.418, 3.371, -6.015)
Cl (-8.123, 3.199, -5.028)
C (-4.942, 0.738, 4.223)
Cl (-3.232, 1.174, 4.329)
Cl (-5.144, -0.976, 4.572)
Cl (-5.860, 1.710, 5.366)
Cl (-5.540, 1.058, 2.575)
C (-8.143, 4.096, 8.629)
Cl (-8.392, 3.430, 7.005)
Cl (-6.563, 4.880, 8.706)
Cl (-9.409, 5.278, 8.961)
Cl (-8.215, 2.796, 9.816)
C (-6.029, -0.786, 8.934)
Cl (-4.485, -1.135, 8.150)
Cl (-6.822, 0.569, 8.126)
Cl (-7.068, -2.213, 8.854)
Cl (-5.739, -0.362, 10.626)
C (6.014, -1.307, 5.004)
Cl (6.746, -2.903, 4.857)
Cl (4.350, -1.371, 4.362)
Cl (5.959, -0.822, 6.697)
Cl (6.963, -0.136, 4.091)
C (3.701, 3.516, 3.631)
Cl (5.212, 4.397, 3.426)
Cl (2.977, 3.922, 5.184)
Cl (2.587, 3.969, 2.322)
Cl (4.021, 1.779, 3.562)
C (-6.063, 2.485, -11.099)
Cl (-7.690, 1.833, -10.872)
Cl (-5.118, 2.173, -9.618)
Cl (-5.328, 1.699, -12.495)
Cl (-6.156, 4.224, -11.369)
C (3.390, -3.254, -3.816)
Cl (1.760, -3.927, -3.718)
Cl (3.286, -1.483, -3.797)
Cl (4.323, -3.799, -2.421)
Cl (4.164, -3.769, -5.308)
C (-1.184, 3.638, -11.645)
Cl (-0.277, 2.259, -12.279)
Cl (-1.595, 4.730, -12.972)
Cl (-2.671, 3.064, -10.877)
Cl (-0.197, 4.494, -10.456)
C (-2.155, -2.948, 11.455)
Cl (-1.160, -4.409, 11.454)
Cl (-3.808, -3.361, 10.992)
Cl (-2.157, -2.236, 13.069)
Cl (-1.498, -1.781, 10.300)
C (3.903, -7.785, -5.457)
Cl (2.441, -7.330, -6.343)
Cl (3.775, -9.462, -4.927)
Cl (5.308, -7.598, -6.508)
Cl (4.081, -6.728, -4.052)
C (2.020, -1.646, 13.027)
Cl (1.127, -0.143, 12.772)
Cl (1.401, -2.466, 14.461)
Cl (1.821, -2.694, 11.618)
Cl (3.734, -1.280, 13.253)
C (9.221, -5.945, 3.939)
Cl (8.926, -4.650, 2.776)
Cl (8.987, -7.508, 3.152)
Cl (10.877, -5.827, 4.538)
Cl (8.098, -5.797, 5.302)
C (10.484, -1.532, 7.017)
Cl (10.180, -0.217, 5.876)
Cl (10.231, -3.082, 6.209)
Cl (12.147, -1.436, 7.599)
Cl (9.372, -1.393, 8.384)
C (1.293, 8.280, -10.903)
Cl (1.886, 9.597, -11.918)
Cl (1.241, 8.811, -9.218)
Cl (-0.333, 7.822, -11.423)
Cl (2.382, 6.897, -11.048)

Calculated values
gap between HOMO and LUMO = 9.18 eV
HOMO level = -11.18 eV
lowest unoccupied orbital energy = -2.00 eV
charge = +1

Results of the Mulliken charge analysis, in e, for atoms 1 through 99: atom 1 (C): -0.89, atom 2 (C): -0.50, atom 3 (C): -0.46, atom 4 (C): 0.14, atom 5 (C): -1.08, atom 6 (C): -1.64, atom 7 (C): 2.62, atom 8 (C): -2.27, atom 9 (B): 0.48, atom 10 (O): -0.59, atom 11 (O): -0.61, atom 12 (C): -1.62, atom 13 (C): -2.01, atom 14 (C): -0.01, atom 15 (O): -0.44, atom 16 (Br): -0.15, atom 17 (N): 1.29, atom 18 (C): -0.86, atom 19 (O): -0.29, atom 20 (C): -0.21, atom 21 (C): 0.48, atom 22 (C): -1.17, atom 23 (C): -1.31, atom 24 (C): -0.48, atom 25 (Cl): -0.10, atom 26 (C): 0.58, atom 27 (C): -1.57, atom 28 (Cl): -0.03, atom 29 (C): -0.48, atom 30 (N): -0.08, atom 31 (C): 1.58, atom 32 (S): -0.46, atom 33 (C): 0.81, atom 34 (C): 0.33, atom 35 (C): -0.80, atom 36 (C): -0.97, atom 37 (C): -0.98, atom 38 (C): -1.37, atom 39 (H): 0.32, atom 40 (H): 0.33, atom 41 (H): 0.04, atom 42 (H): 0.11, atom 43 (H): 0.44, atom 44 (H): -0.43, atom 45 (H): 0.58, atom 46 (H): -0.32, atom 47 (H): 0.52, atom 48 (H): 0.22, atom 49 (H): 1.06, atom 50 (H): 0.37, atom 51 (H): 0.77, atom 52 (H): 0.11, atom 53 (H): 0.59, atom 54 (H): 0.33, atom 55 (H): 0.33, atom 56 (H): 1.45, atom 57 (H): 0.37, atom 58 (H): 1.25, atom 59 (H): 0.36, atom 60 (H): 0.61, atom 61 (H): 0.52, atom 62 (H): 0.44, atom 63 (H): 0.12, atom 64 (H): -0.16, atom 65 (H): 0.20, atom 66 (H): 0.28, atom 67 (H): 0.35, atom 68 (H): 0.17, atom 69 (H): 0.36, atom 70 (H): 0.36, atom 71 (H): 0.48, atom 72 (H): 0.35, atom 73 (H): 0.63, atom 74 (H): 0.31, atom 75 (H): -0.15, atom 76 (H): 0.16, atom 77 (H): 0.06, atom 78 (H): 0.52, atom 79 (H): 0.48, atom 80 (H): 1.03, atom 81 (H): 0.35, atom 82 (C): 0.28, atom 83 (Cl): -0.06, atom 84 (Cl): -0.12, atom 85 (Cl): -0.04, atom 86 (Cl): -0.10, atom 87 (C): 0.29, atom 88 (Cl): -0.06, atom 89 (Cl): -0.09, atom 90 (Cl): -0.02, atom 91 (Cl): -0.15, atom 92 (C): 0.36, atom 93 (Cl): -0.10, atom 94 (Cl): -0.10, atom 95 (Cl): -0.10, atom 96 (Cl): -0.07, atom 97 (C): 0.22, atom 98 (Cl): -0.02, atom 99 (Cl): 0.04

Below is a structure of composition C42H43BaBrN4OSSb, with properties calculated with the ωB97M-V functional and the def2-TZVPD basis.

CARTESIAN COORDINATES (ANGSTROEM)
Ba (-0.474, -0.001, -0.096)
O (6.398, -0.212, 2.799)
C (5.205, -0.071, 2.211)
C (5.037, 0.343, 0.890)
C (3.755, 0.463, 0.395)
N (2.661, 0.188, 1.110)
C (2.851, -0.218, 2.355)
Br (1.277, -0.649, 3.321)
C (4.072, -0.364, 2.970)
H (7.114, 0.038, 2.205)
H (5.890, 0.577, 0.267)
H (3.587, 0.795, -0.624)
H (4.172, -0.697, 3.992)
C (1.719, 6.714, -1.815)
C (0.279, 6.804, -1.384)
C (-0.420, 7.979, -1.661)
C (-1.744, 8.152, -1.293)
C (-2.418, 7.130, -0.643)
C (-1.747, 5.949, -0.377)
C (-0.405, 5.781, -0.721)
Sb (0.296, 3.840, -0.077)
C (2.371, 3.770, -0.639)
C (3.360, 4.005, 0.310)
C (4.701, 3.969, -0.045)
C (5.056, 3.658, -1.348)
C (4.072, 3.393, -2.290)
C (2.721, 3.456, -1.957)
C (1.679, 3.217, -3.022)
C (0.475, 4.133, 2.054)
C (0.009, 3.052, 2.799)
C (-0.009, 3.070, 4.183)
C (0.456, 4.194, 4.843)
C (0.928, 5.275, 4.113)
C (0.942, 5.274, 2.720)
C (1.446, 6.491, 1.995)
H (2.127, 7.712, -1.969)
H (1.816, 6.169, -2.758)
H (2.336, 6.204, -1.079)
H (0.099, 8.780, -2.174)
H (-2.247, 9.085, -1.513)
H (-3.452, 7.249, -0.348)
H (-2.276, 5.142, 0.121)
H (3.082, 4.251, 1.329)
H (5.463, 4.192, 0.692)
H (6.099, 3.634, -1.641)
H (4.358, 3.163, -3.310)
H (2.114, 3.320, -4.015)
H (0.851, 3.925, -2.941)
H (1.263, 2.207, -2.948)
H (-0.376, 2.172, 2.288)
H (-0.394, 2.221, 4.734)
H (0.452, 4.237, 5.925)
H (1.295, 6.149, 4.638)
H (1.967, 7.164, 2.675)
H (0.611, 7.039, 1.555)
H (2.132, 6.223, 1.190)
C (-4.850, 2.258, 3.268)
N (-3.570, 1.913, 2.674)
C (-3.228, 2.819, 1.598)
C (-3.404, 0.502, 2.343)
C (-3.994, 0.021, 1.029)
C (-5.372, -0.207, 0.968)
C (-5.967, -0.651, -0.204)
C (-5.184, -0.887, -1.322)
C (-3.810, -0.671, -1.253)
C (-3.181, -0.204, -0.090)
H (-4.800, 3.288, 3.624)
H (-5.045, 1.610, 4.122)
H (-5.691, 2.185, 2.564)
H (-3.070, 3.817, 2.016)
H (-4.003, 2.880, 0.819)
H (-2.301, 2.494, 1.119)
H (-3.832, -0.071, 3.168)
H (-2.317, 0.300, 2.344)
H (-5.984, -0.061, 1.852)
H (-7.035, -0.825, -0.237)
H (-5.633, -1.252, -2.239)
H (-3.220, -0.884, -2.147)
N (-2.523, -3.422, 0.307)
C (-1.237, -3.782, 0.167)
N (-0.237, -2.956, 0.019)
C (0.974, -3.634, -0.036)
C (2.231, -3.056, -0.174)
C (3.351, -3.869, -0.211)
C (3.237, -5.253, -0.115)
C (1.993, -5.849, 0.022)
C (0.877, -5.029, 0.063)
S (-0.800, -5.485, 0.233)
H (-2.809, -2.461, 0.136)
H (-3.233, -4.132, 0.300)
H (2.333, -1.978, -0.244)
H (4.331, -3.422, -0.314)
H (4.123, -5.871, -0.149)
H (1.894, -6.923, 0.097)

Calculated values
ΔE to the lowest compared entry with this formula, charge and spin = 0.00 kcal per mole
gap between HOMO and LUMO = 7.31 eV
HOMO level = -9.98 eV
lowest unoccupied orbital energy = -2.67 eV
charge = +1

In the Mulliken picture, each atom carries the following charge in e: atom 1 (Ba): 1.50, atom 2 (O): -0.55, atom 3 (C): 0.77, atom 4 (C): -0.54, atom 5 (C): -0.95, atom 6 (N): 0.22, atom 7 (C): -0.02, atom 8 (Br): -0.08, atom 9 (C): -0.56, atom 10 (H): 0.32, atom 11 (H): 0.43, atom 12 (H): 0.57, atom 13 (H): 0.52, atom 14 (C): -1.23, atom 15 (C): 1.37, atom 16 (C): -0.62, atom 17 (C): -0.68, atom 18 (C): -0.71, atom 19 (C): -0.74, atom 20 (C): -0.06, atom 21 (Sb): 0.49, atom 22 (C): 1.07, atom 23 (C): -0.29, atom 24 (C): -0.95, atom 25 (C): -0.75, atom 26 (C): -0.77, atom 27 (C): 0.61, atom 28 (C): -1.73, atom 29 (C): 0.63, atom 30 (C): -0.40, atom 31 (C): -1.26, atom 32 (C): -0.85, atom 33 (C): -0.76, atom 34 (C): 1.05, atom 35 (C): -1.08, atom 36 (H): 0.47, atom 37 (H): 0.28, atom 38 (H): 0.15, atom 39 (H): 0.42, atom 40 (H): 0.39, atom 41 (H): 0.47, atom 42 (H): 0.34, atom 43 (H): 0.34, atom 44 (H): 0.43, atom 45 (H): 0.41, atom 46 (H): 0.43, atom 47 (H): 0.48, atom 48 (H): 0.37, atom 49 (H): 0.12, atom 50 (H): 0.36, atom 51 (H): 0.50, atom 52 (H): 0.40, atom 53 (H): 0.42, atom 54 (H): 0.47, atom 55 (H): 0.24, atom 56 (H): 0.10, atom 57 (C): -1.04, atom 58 (N): 0.34, atom 59 (C): -1.23, atom 60 (C): -1.70, atom 61 (C): 1.46, atom 62 (C): -0.58, atom 63 (C): -0.68, atom 64 (C): -0.62, atom 65 (C): -0.07, atom 66 (C): -0.96, atom 67 (H): 0.31, atom 68 (H): 0.34, atom 69 (H): 0.37, atom 70 (H): 0.73, atom 71 (H): 0.47, atom 72 (H): -0.02, atom 73 (H): 0.88, atom 74 (H): -0.32, atom 75 (H): 0.45, atom 76 (H): 0.39, atom 77 (H): 0.37, atom 78 (H): 0.33, atom 79 (N): -0.27, atom 80 (C): 0.43, atom 81 (N): 0.13, atom 82 (C): -0.72, atom 83 (C): 0.24, atom 84 (C): -0.68, atom 85 (C): -0.51, atom 86 (C): -0.53, atom 87 (C): 0.82, atom 88 (S): -0.28, atom 89 (H): 0.07, atom 90 (H): 0.24, atom 91 (H): 0.02, atom 92 (H): 0.42, atom 93 (H): 0.39, atom 94 (H): 0.40

> Among the records above, which one has the highest lowest unoccupied orbital energy?

C42H43BBrCl62N2O4S

> Which value of charge does entry 2 give?

+1